Record 1
129
Properties=species:S:1:pos:R:3:forces:R:3:lowdin_spin:R:1 method="wB97M-V/def2-TZVPD" homo_ev="-7.42 / -8.76" lumo_ha="-0.002 / -0.042" de_lowest_kcal_mol=0.00 spin_multiplicity=4
Ni -1.203619 -1.068359 -3.592452 0.8 1.5 2.2 2.47
C -1.186179 0.261761 0.609648 -0.8 1.2 2.0 0.01
C -0.755359 0.686751 -0.737902 0.7 -0.3 -1.7 0.02
C 0.716661 1.085321 -0.721342 0.7 0.1 0.4 0.00
O -1.023579 -0.360879 -1.615512 -0.4 -1.4 -2.7 0.27
H -0.864339 -0.721909 0.951568 0.3 0.1 -0.4 0.00
H -2.250339 0.331551 0.835028 -0.3 -0.4 -0.7 0.00
H -0.837419 1.029391 1.300448 0.4 -0.1 0.4 0.00
H -1.252559 1.579671 -1.116822 -0.7 0.4 0.4 0.00
H 1.096471 1.594611 -1.607052 -0.3 -0.4 -0.6 0.00
H 1.345061 0.221641 -0.503942 0.1 -0.1 -0.1 0.00
H 0.933121 1.828861 0.045728 -0.2 0.0 0.4 0.00
C -0.735119 4.035711 -3.717022 0.4 0.5 -0.5 0.00
O -0.399649 5.044361 -2.758022 -0.2 -0.7 -1.5 0.00
C 0.593071 4.550511 -1.920722 0.0 0.4 2.2 0.00
C 1.131431 5.687721 -0.990892 -1.4 -0.8 -0.6 0.00
O 0.027151 6.230631 -0.246852 0.4 0.8 0.2 0.00
C -0.348229 5.596511 0.980318 1.0 -0.9 -0.9 0.00
C -1.417969 6.319171 1.708168 -1.3 0.9 0.4 0.00
O -1.736259 5.631551 2.929418 -0.2 0.3 -0.5 0.00
C -2.903859 6.152951 3.587078 0.5 0.3 -1.0 0.00
H 0.092251 3.869191 -4.406822 0.6 -0.1 0.1 0.00
H -1.494559 4.357101 -4.429802 -0.5 0.2 0.7 0.00
H -0.963579 3.070751 -3.264522 -0.3 0.0 0.2 0.00
H 1.357411 3.917621 -2.371652 0.6 0.6 -0.8 0.00
H 0.153081 3.817841 -1.244182 -0.4 -0.2 0.3 0.00
H 1.530501 6.507221 -1.588612 0.0 0.0 0.1 0.00
H 1.913191 5.257491 -0.364912 0.1 0.1 0.3 0.00
H 0.488831 5.573011 1.678088 0.4 -0.6 -0.2 0.00
H -0.732399 4.625111 0.669038 0.2 -0.5 0.7 0.00
H -2.288159 6.411491 1.058288 -0.4 -0.2 0.0 0.00
H -1.112939 7.346591 1.906868 0.2 0.2 0.2 0.00
H -3.147639 5.508341 4.431558 0.2 0.2 -0.1 0.00
H -3.742919 6.235541 2.896238 -0.2 -0.6 -0.2 0.00
H -2.773869 7.200381 3.859248 0.4 0.0 0.6 0.00
C 2.926561 1.178661 2.916418 0.4 0.7 -0.3 0.00
O 2.268181 0.286631 3.754318 -0.2 -0.5 0.6 0.00
C 0.969891 -0.090279 3.279928 1.1 0.3 0.0 0.00
C 0.338511 -1.059079 4.268778 -1.4 1.4 0.9 0.00
O -0.500389 -0.249929 5.198338 0.9 -0.5 -0.3 0.00
C -1.004049 -0.902009 6.383098 -0.1 1.2 -1.1 0.00
C -1.678199 0.101961 7.355408 0.4 0.0 -1.7 0.00
O -2.742309 0.874481 6.815578 0.1 0.0 0.1 0.00
C -3.360839 1.582121 7.859448 -1.6 0.6 -0.1 0.00
H 3.821491 1.595401 3.378528 0.1 -0.5 0.4 0.00
H 2.339571 2.072281 2.704318 -0.5 0.0 -0.2 0.00
H 3.256801 0.723211 1.982818 -0.1 -0.1 -0.3 0.00
H 1.089451 -0.527599 2.288698 0.0 -0.5 -0.1 0.00
H 0.434681 0.837201 3.076388 -0.7 -0.1 0.5 0.00
H 1.107681 -1.619689 4.800008 0.2 0.2 0.2 0.00
H -0.290239 -1.784229 3.752138 -0.3 0.0 -0.1 0.00
H -0.157569 -1.265839 6.965518 0.0 -0.6 0.0 0.00
H -1.692889 -1.666609 6.023958 -0.1 -0.4 0.5 0.00
H -0.915769 0.845681 7.587088 0.3 -0.3 0.8 0.00
H -2.061149 -0.507109 8.174238 0.3 0.2 0.5 0.00
H -4.059869 2.341461 7.508938 0.1 -0.1 -1.0 0.00
H -2.761999 2.204241 8.524618 0.9 -0.6 0.1 0.00
H -4.047979 0.935361 8.405008 0.4 -0.4 0.6 0.00
C -0.879129 -7.508089 -0.497532 0.7 0.9 0.1 0.00
O -0.239969 -7.976949 -1.658222 -0.3 -1.9 -0.1 0.00
C 0.525891 -7.129119 -2.468832 -0.2 0.8 1.4 0.00
C 1.820481 -6.729269 -1.788362 1.6 -0.4 -0.6 0.00
O 1.774971 -5.718179 -0.819032 -2.2 0.6 -0.2 0.00
C 2.752561 -5.872689 0.146068 0.5 1.0 0.6 0.00
C 2.751311 -4.696829 1.140348 -1.0 -1.0 -1.1 0.00
O 2.920201 -3.553169 0.335738 -0.1 -0.2 0.5 0.00
C 2.924701 -2.352919 1.041028 0.8 1.4 0.5 0.00
H -1.328779 -8.291699 0.112278 -0.3 -0.4 -0.9 0.00
H -1.598179 -6.749699 -0.807242 -0.3 0.1 0.5 0.00
H -0.163329 -7.101359 0.216808 0.2 0.6 -0.1 0.00
H -0.046109 -6.231349 -2.703202 -0.1 0.3 -0.2 0.00
H 0.719041 -7.659869 -3.401082 0.1 -0.1 0.2 0.00
H 2.552341 -6.438889 -2.542132 0.0 0.4 -0.6 0.00
H 2.343841 -7.573449 -1.339412 -0.5 -0.7 0.1 0.00
H 3.690091 -5.800599 -0.405242 0.7 -0.6 0.4 0.00
H 2.569881 -6.802639 0.684508 0.5 -0.3 0.1 0.00
H 3.462271 -4.889679 1.943748 0.7 0.4 -0.2 0.00
H 1.793491 -4.669829 1.659908 -0.4 0.2 0.0 0.00
H 2.354101 -1.548959 0.576098 -0.4 -0.4 -0.5 0.00
H 3.937851 -1.954029 1.091248 0.3 0.0 0.1 0.00
H 2.591071 -2.369619 2.078578 -0.3 -0.6 0.1 0.00
C -2.718379 -2.717289 0.650248 0.0 -0.7 1.9 0.00
O -3.557089 -2.710559 1.548268 0.4 0.2 -1.0 0.00
N -1.565619 -3.449759 0.736808 0.5 -0.6 -0.3 0.00
C -0.596119 -3.399189 -0.327352 0.2 -0.7 -0.7 0.01
C -1.183449 -4.280809 1.890318 -1.1 0.0 -0.2 0.00
H -2.780129 -2.093279 -0.254742 0.0 -0.2 0.0 0.00
H 0.400071 -3.150209 0.038338 0.0 0.9 -0.1 0.00
H -0.998089 -2.822759 -1.160562 0.5 0.7 0.4 0.02
H -0.369879 -4.357559 -0.794752 -0.5 -0.6 0.3 0.00
H -0.717959 -5.231949 1.631938 0.3 0.2 -0.8 0.00
H -0.498299 -3.762579 2.561218 -0.2 0.2 0.1 0.00
H -2.093799 -4.619819 2.384718 0.0 0.6 0.4 0.00
C 1.030791 1.274721 -4.870102 0.2 -0.6 -1.8 0.01
O 0.423271 0.265531 -4.569892 -0.8 -0.9 1.3 0.14
N 1.336381 1.489741 -6.171242 1.0 1.9 -1.0 0.00
C 2.098081 2.798591 -6.535072 -0.1 -3.1 0.6 0.00
C 1.200381 0.445831 -7.216652 -0.7 -0.5 -0.2 0.00
H 1.423541 2.015021 -4.156022 -0.3 0.0 -0.1 0.00
H 2.470711 3.167411 -5.579452 -0.4 0.6 -0.2 0.00
H 1.527471 3.470841 -7.175842 0.0 0.0 0.4 0.00
H 2.987131 2.411371 -7.032822 0.0 0.4 -0.4 0.00
H 2.105971 0.187671 -7.765622 0.6 0.4 0.7 0.00
H 0.769711 -0.489829 -6.860042 0.4 0.2 0.8 0.00
H 0.511031 0.606811 -8.045492 -0.3 1.2 0.2 0.00
C -6.202449 -0.883179 -2.432282 -2.1 -1.2 -0.2 0.00
O -7.369739 -1.271119 -2.631462 2.1 0.9 0.2 0.00
N -5.794499 0.120221 -1.656632 1.8 0.6 0.6 0.00
C -4.302809 0.361801 -1.630612 -1.3 -0.1 -0.1 0.01
C -6.652189 1.152801 -1.093112 0.1 -0.2 -0.3 0.00
H -5.296119 -1.364209 -2.831492 -0.4 -0.5 -0.4 0.00
H -4.062849 1.081901 -2.412902 0.2 0.4 0.3 0.00
H -3.725879 -0.531109 -1.871362 -0.4 -0.2 0.1 0.02
H -3.975749 0.663351 -0.635522 -0.2 0.3 -0.2 0.00
H -6.578779 1.213481 -0.007292 0.2 -0.1 0.0 0.00
H -6.334409 2.104371 -1.519312 -0.2 0.2 0.1 0.00
H -7.693229 0.959301 -1.351762 0.2 -0.1 -0.1 0.00
C 5.556951 1.926971 -0.507982 0.6 -2.7 0.9 0.00
O 5.798021 1.259371 0.501218 -0.4 1.2 -0.6 0.00
N 4.949111 1.344701 -1.582282 0.3 1.9 -0.3 0.00
C 4.811901 2.092931 -2.826692 -0.2 0.0 0.9 0.00
C 4.332201 0.050791 -1.578632 -0.3 -0.3 0.3 0.00
H 5.936091 2.953911 -0.625682 -0.4 0.0 -0.2 0.00
H 3.762601 2.049871 -3.118612 0.0 -0.5 -0.6 0.00
H 5.526611 1.663091 -3.528492 -0.4 0.4 -0.5 0.00
H 4.938441 3.161951 -2.655552 0.7 -0.1 0.0 0.00
H 3.426631 0.168121 -2.173862 -0.3 -0.3 0.3 0.00
H 4.895341 -0.756929 -2.046122 0.5 0.2 -0.1 0.00
H 4.133131 -0.273069 -0.557072 -0.2 0.2 -0.1 0.00

Record 2
55
Properties=species:S:1:pos:R:3:forces:R:3:lowdin_spin:R:1 method="wB97M-V/def2-TZVPD" homo_ev="0.26 / -4.44" lumo_ha="0.085 / 0.084" total_charge=-1 spin_multiplicity=2
Li -1.130154 2.331045 -1.417940 -1.3 -0.3 -0.2 0.07
Li -3.101734 0.517825 -0.394030 0.7 1.4 -0.2 0.41
Li -1.188194 -0.214925 -2.209040 0.2 0.9 0.1 0.14
O -0.984394 0.696895 -0.404430 -0.3 -1.7 -0.2 0.04
H -0.708684 -0.068385 0.136720 0.0 0.8 -0.3 0.01
O -3.116274 2.417725 -1.131790 -0.8 -0.6 0.8 0.01
H -3.939444 2.860025 -0.846680 0.9 -0.2 -0.3 0.00
O -1.242154 1.429975 -3.257500 0.8 -1.0 -0.4 0.01
H -1.153084 1.394415 -4.229780 -0.1 0.2 1.0 0.00
C -1.116864 -3.443555 -0.458790 1.2 0.0 -0.1 0.06
C 0.147016 -3.067155 -1.267860 -0.9 0.4 -0.2 0.01
N -0.169884 -2.288305 -2.494080 -0.3 0.8 0.0 0.01
C 1.053096 -1.754585 -3.163710 0.5 -0.4 1.8 0.00
C 1.739246 -0.739475 -2.245550 0.3 0.1 -0.4 0.00
C -0.827344 -3.114985 -3.490260 -1.1 0.2 -0.6 0.01
C -1.620544 -2.268335 -4.481690 -0.3 0.6 0.0 0.01
H -1.792614 -2.588295 -0.455040 -0.4 -0.2 0.0 0.04
H -0.716564 -3.539175 0.550520 -0.4 -0.2 0.3 0.02
H -1.588764 -4.389965 -0.722810 -0.2 0.2 -0.2 0.01
H 0.700496 -2.478375 -0.536350 0.4 0.2 -0.6 0.00
H 0.726656 -3.946135 -1.549820 0.3 -0.3 0.1 0.00
H 1.579196 -2.695555 -3.324660 1.1 0.2 -0.5 0.00
H 0.905716 -1.216495 -4.100100 -0.7 -0.4 -0.1 0.00
H 2.634346 -0.274465 -2.658660 0.1 -0.2 -0.6 0.00
H 1.024966 0.080225 -2.168050 0.1 0.1 0.6 0.00
H 2.086286 -1.108575 -1.280440 -0.5 -0.1 0.1 0.00
H -1.605224 -3.776435 -3.108830 0.5 -0.1 0.8 0.01
H -0.098564 -3.718385 -4.031440 0.2 -0.4 0.0 0.00
H -1.927864 -1.334185 -4.011590 0.0 0.1 0.1 0.00
H -2.569474 -2.760265 -4.695290 0.2 -0.1 -0.5 0.01
H -1.089124 -1.960275 -5.382130 0.0 -0.3 -0.1 0.00
C 0.102556 -1.099955 7.613950 1.4 0.6 0.0 0.01
C -0.420594 0.093295 6.826400 -2.1 -0.7 0.5 0.01
O 0.339526 0.423925 5.649590 0.8 -0.7 -0.2 0.01
C -0.182594 1.316545 4.820160 -2.2 3.1 1.6 0.01
O -1.122304 2.067445 5.147650 2.6 -2.2 -1.6 0.01
C 0.588496 1.475335 3.441550 -1.2 0.0 -0.6 0.01
F 1.748416 0.849195 3.411860 0.8 0.0 0.5 0.01
F -0.159364 0.894915 2.484360 0.0 0.5 0.5 0.02
F 0.790756 2.777885 3.096380 -0.3 -1.2 0.7 0.00
H 0.951526 -0.698455 8.167270 0.8 -0.6 -0.3 0.00
H 0.335146 -1.948395 6.970410 0.3 0.1 0.1 0.00
H -0.478344 -1.483805 8.452590 -1.0 0.4 -0.5 0.00
H -0.548114 0.925095 7.519190 0.2 0.4 -0.5 0.00
H -1.416274 -0.184085 6.480300 -0.2 0.4 -0.2 0.01
C 2.147226 4.723605 -1.679370 -0.9 -0.2 0.3 0.00
C 1.267406 3.698725 -0.994030 -0.9 -0.6 1.5 0.00
O 0.085586 3.918775 -0.726640 1.6 -0.1 -0.9 0.00
C 1.905856 2.370225 -0.603210 -0.2 0.1 -0.6 0.01
H 1.513286 5.610165 -1.694860 0.5 0.3 0.0 0.00
H 2.391246 4.447485 -2.705190 0.0 -0.2 0.1 0.00
H 3.065176 4.811635 -1.098240 0.0 0.3 -0.1 0.00
H 2.886436 2.391555 -0.127710 0.1 0.5 -0.2 0.00
H 2.026286 1.939025 -1.597020 0.3 -0.5 0.0 0.00
H 1.272576 1.697995 -0.024290 -0.4 0.3 -0.2 0.00

Record 3
77
Properties=species:S:1:pos:R:3:forces:R:3:lowdin_charge:R:1 method="wB97M-V/def2-TZVPD" homo_ev=-16.81 lumo_ha=-0.449 total_charge=+3 de_lowest_kcal_mol=46.52
Pt -1.110099 -1.273468 0.181459 4.1 2.5 -1.9 1.07
Cl -5.432703 -4.115743 5.487123 0.0 0.0 -0.1 1.03
C -4.755696 -3.682526 4.046186 0.1 0.1 -0.2 -0.56
C -3.495435 -2.985295 4.059611 -0.1 -0.1 0.2 -0.07
C -2.935719 -2.616875 2.897740 0.5 0.3 0.1 -0.50
Cl -1.433930 -1.815750 2.854700 -0.5 -0.3 0.6 0.87
C -3.597710 -2.900298 1.579977 -0.2 -0.1 0.1 -0.35
O -3.131812 -2.569846 0.522731 -0.6 -0.4 0.3 0.00
C -4.897080 -3.654417 1.650378 -0.3 -0.1 -0.1 -0.53
Cl -5.648154 -4.033437 0.201292 0.1 0.1 0.0 0.93
C -5.429167 -4.014347 2.838164 -0.2 -0.1 0.1 -0.07
H -3.014343 -2.773088 5.005634 -0.1 0.0 0.0 0.14
H -6.366141 -4.555235 2.878071 0.0 0.0 0.1 0.14
C 5.817170 -0.474058 -1.428669 -0.1 0.0 0.1 -0.02
C 5.297410 -1.218911 -0.184017 0.3 0.0 0.0 -0.55
C 5.913451 -2.620393 -0.156397 -0.2 0.0 0.0 -0.05
C 5.731780 -0.484797 1.095300 -0.2 0.1 -0.1 -0.03
C 3.785826 -1.248377 -0.268536 0.0 -0.2 0.0 -0.11
C 3.072219 -2.407311 -0.572884 -0.1 0.2 -0.1 0.05
C 1.691449 -2.392673 -0.569527 0.3 0.0 0.0 -0.07
N 0.985490 -1.294188 -0.277776 -1.0 -1.0 0.6 -0.02
C 1.648410 -0.149167 -0.053424 0.2 0.1 -0.1 -0.19
C 3.024336 -0.097593 -0.051619 0.1 0.1 -0.1 0.08
C 0.791751 1.002662 0.210821 0.1 0.2 0.1 -0.18
C 1.201510 2.313957 0.076497 0.0 0.1 0.1 0.09
C 0.329117 3.367322 0.352859 0.0 0.0 0.0 -0.11
C -0.947948 3.014922 0.802914 0.1 0.0 0.0 0.03
C -1.304930 1.691619 0.909534 -0.3 0.1 0.2 -0.10
N -0.460384 0.703738 0.594860 -1.1 -1.6 -0.4 -0.03
C 0.706874 4.816501 0.139545 0.3 0.3 -0.1 -0.55
C 2.218888 5.012075 -0.030577 -0.1 -0.2 0.1 -0.05
C 0.240350 5.681513 1.320671 -0.2 -0.1 0.0 -0.03
C 0.020678 5.275812 -1.162317 -0.1 -0.1 0.1 -0.02
H 6.906725 -0.472474 -1.415646 0.0 0.0 0.0 0.10
H 5.471099 0.561329 -1.448114 0.0 0.0 0.0 0.09
H 5.489139 -0.962773 -2.347442 0.0 0.0 0.0 0.10
H 6.986468 -2.540565 0.009637 0.0 0.1 0.0 0.10
H 5.779653 -3.145373 -1.103913 0.0 -0.1 0.0 0.09
H 5.505796 -3.219462 0.660851 0.0 -0.1 0.0 0.10
H 6.817455 -0.503135 1.174369 0.0 0.0 0.0 0.10
H 5.316709 -0.964183 1.983931 0.0 0.0 0.0 0.10
H 5.420458 0.560896 1.094365 0.1 0.0 0.0 0.08
H 3.582819 -3.330318 -0.803473 0.0 0.0 0.0 0.12
H 1.139226 -3.282288 -0.814358 -0.1 0.0 0.1 0.10
H 3.514364 0.844055 0.149282 0.0 0.0 0.0 0.13
H 2.204183 2.521272 -0.264889 0.0 0.0 0.0 0.12
H -1.675752 3.774170 1.051815 0.0 0.0 0.1 0.13
H -2.288780 1.408194 1.253018 0.0 -0.1 -0.1 0.12
H 2.767065 4.650352 0.842261 0.1 0.0 0.0 0.10
H 2.432293 6.074571 -0.132300 0.0 0.0 0.0 0.10
H 2.592654 4.527608 -0.934816 0.1 0.0 0.0 0.09
H 0.549707 5.254401 2.276056 0.1 0.0 0.0 0.10
H -0.843716 5.806121 1.337509 0.0 0.0 0.0 0.08
H 0.671428 6.677282 1.235301 0.0 0.0 0.0 0.10
H 0.402312 4.722651 -2.022814 0.0 0.0 0.0 0.09
H 0.225311 6.334094 -1.323148 0.0 0.0 0.0 0.10
H -1.062374 5.141279 -1.115048 0.0 0.1 0.0 0.08
C -3.603670 2.144895 -1.969585 -0.1 -0.2 -0.2 -0.14
P -3.421967 0.361684 -1.985617 0.4 -0.1 0.3 0.59
C -5.026483 -0.391780 -2.247352 0.1 0.1 0.0 -0.15
C -2.343137 -0.096813 -3.345134 -0.2 0.0 0.1 -0.15
O -2.809519 -0.060982 -0.650206 -0.7 -0.4 0.1 -0.51
H -4.063029 2.504183 -2.891272 0.0 0.0 0.0 0.08
H -2.616955 2.594824 -1.856217 0.0 0.0 0.0 0.05
H -4.229916 2.424796 -1.122289 0.0 0.0 0.0 0.07
H -5.417955 -0.126372 -3.230267 0.0 0.0 0.0 0.08
H -5.719762 -0.037452 -1.484194 0.0 0.0 0.0 0.07
H -4.932059 -1.475412 -2.175798 0.0 0.0 0.0 0.05
H -2.721009 0.283501 -4.294500 0.0 0.0 0.0 0.08
H -2.276183 -1.184043 -3.399008 0.0 0.0 0.0 0.06
H -1.350995 0.313741 -3.155781 0.0 0.0 0.0 0.06
C -0.851863 -4.755737 0.195844 0.0 0.0 0.2 -0.07
O -0.945906 -3.569994 -0.621111 -0.8 0.7 0.1 -0.23
H -0.480880 -5.584728 -0.403864 0.0 0.0 0.0 0.11
H -1.819512 -5.026717 0.622311 0.0 0.0 0.0 0.08
H -0.146276 -4.548245 0.996726 0.0 0.1 0.0 0.10
H -1.642614 -3.709362 -1.275422 0.1 -0.1 -0.1 0.11